Record 1
DFT (ωB97M-V/def2-TZVPD) results for a molecular structure, C25H45CdS4.

As for the total charge: +1. As for the energy above the lowest of the compared OMol25 structures with the same formula, charge and spin: 5.3 kcal/mol. Its orbital gap is 0.2890 hartree. The value obtained for the HOMO energy is -10.20 eV. As for the total energy: -74555.850 eV. As for the multiplicity: 1.

Positions of all 75 atoms, in Å:
H -3.90 -1.40 -2.01
S -0.59 -2.37 -0.69
H 2.58 2.25 -3.77
C 2.82 1.48 1.51
H -0.07 0.36 3.97
H 2.53 -4.28 -3.33
H 3.57 -1.06 -4.89
H -1.76 -2.52 2.12
C 2.32 -2.13 -3.47
H -0.74 2.36 -2.13
C 2.24 -0.93 -2.54
C -2.84 -1.31 -1.79
C 4.64 2.20 -0.07
H 3.43 1.86 2.33
C 3.19 -0.65 -1.49
H -0.90 -1.12 4.40
H 5.31 2.44 0.75
C -3.29 1.63 1.10
C 2.59 2.90 -2.90
H -2.62 -0.62 2.57
C 3.59 -1.99 -4.32
C 3.71 1.05 0.34
H -3.23 2.55 0.51
H 2.12 2.28 1.24
H 1.06 -1.32 -5.04
H 0.13 2.16 -3.66
C -0.35 -3.42 0.75
H -0.93 -4.33 0.61
S 0.28 -1.27 2.33
C 1.31 0.06 -2.52
H 4.05 -0.96 1.14
H 4.02 -1.30 -1.24
H 3.56 2.81 -2.41
C 2.41 -3.43 -2.66
S -2.53 0.35 -1.16
C 0.12 2.70 -2.71
C 4.62 -0.06 0.88
C -2.02 0.14 3.06
H 4.49 -1.97 -3.69
H 3.26 -3.42 -1.98
C -0.71 -0.43 3.58
H 2.48 3.94 -3.24
H -2.64 -3.39 -1.33
C 1.10 -2.19 -4.38
C 2.90 0.52 -0.85
H 3.68 -2.82 -5.01
C 1.39 3.55 -0.80
Cd 0.19 0.44 0.01
H 4.11 3.12 -0.34
H 5.39 -0.34 0.16
S -1.69 1.48 1.91
C 1.64 1.07 -1.49
H 0.18 -2.23 -3.80
H -2.31 -1.34 -2.74
C -0.70 -2.76 2.07
H -0.04 3.75 -2.94
H 1.15 -3.08 -5.01
H -3.69 -0.48 0.77
H 2.29 3.59 -0.20
H -4.69 0.62 -0.18
H -2.60 0.54 3.90
H 1.50 -3.59 -2.07
H 0.71 -3.70 0.72
C -2.38 -2.43 -0.88
H -4.04 1.79 1.87
H 1.22 4.55 -1.21
H -0.47 -3.45 2.89
H 0.49 0.16 -3.21
H 0.55 3.34 -0.12
H 2.26 0.63 1.89
H 5.25 1.91 -0.93
C 1.44 2.54 -1.94
H 5.12 0.29 1.78
C -3.69 0.46 0.21
H -2.85 -2.38 0.10



Record 2
DFT (ωB97M-V/def2-TZVPD) results for a gas-phase ion, C11H21N2O (charge +1) in a non-equilibrium geometry.

As for the total charge: +1. As for the energy above the lowest of the compared OMol25 structures with the same formula, charge and spin: 154.9 kcal/mol. Its orbital gap (spin up / spin down) is 0.2190 / 0.1805 hartree. Its SMILES is C#[N+]C(=O)CN(C(C)(C)C)C(C)(C)C. The value obtained for the HOMO energy (spin up / spin down) is -12.35 / -11.82 eV. As for the total energy: -16762.787 eV. As for the multiplicity: 1.

Positions of all 35 atoms, in Å:
N -0.37 0.07 0.09
C 0.73 2.29 0.58
H 2.75 0.08 1.15
H 0.82 1.63 -1.71
N 0.35 -2.73 1.09
H -2.29 -0.61 0.49
C -1.97 1.16 -1.36
H -0.34 2.74 0.29
H 0.85 -0.56 2.45
C 0.98 -3.28 1.92
C -0.75 0.24 -1.34
C -1.25 -0.72 0.88
H -0.57 -1.33 -2.90
H -0.05 0.83 2.96
C 2.07 0.16 0.29
H -1.65 2.14 -1.08
H 1.90 -3.79 2.09
H 2.59 0.82 -0.51
H 1.15 0.06 -2.28
H -1.97 -1.53 -2.16
C -1.01 -1.19 -1.95
C 0.75 0.46 2.26
H 1.52 1.18 2.62
H 1.98 -0.77 -0.19
H -0.50 -1.85 -1.28
H 1.43 2.74 0.04
H -1.16 -0.46 2.02
H 0.82 2.54 1.64
C 0.74 0.78 0.69
H -2.54 1.22 -2.20
H -2.82 1.04 -0.61
C -0.94 -2.29 0.81
H 0.12 1.20 -3.18
C 0.41 0.83 -2.16
O -1.78 -3.10 0.54



- The highest energy above the lowest of the compared OMol25 structures with the same formula, charge and spin belongs to which entry?
  C11H21N2O